The following is a quantum chemistry calculation of 3 unconnected molecules or ions with the total composition C8H22NO7P, from the Open Molecules 2025 dataset.

Results
Lowest unoccupied orbital energy ... 0.674 eV
Total charge ... 0
Molar mass ... 275.24 g/mol
SMILES ... COC(=O)OC.COC(=O)OC.COC[PH3]N
Orbital gap ... 9.3 eV
Total energy ... -33761.7844 eV
Highest occupied orbital energy ... -8.66 eV

Geometry (Å):
C  3.1113  0.6677  2.3787
O  1.7150  0.6373  2.5912
C  0.9942  1.6884  1.9852
P  -0.8282  1.2149  2.1063
N  -2.5765  0.8397  2.2294
H  3.6031  0.2293  3.2475
H  3.4699  1.6929  2.2533
H  3.3815  0.0890  1.4885
H  1.2525  1.7916  0.9193
H  1.2001  2.6489  2.4819
H  -1.1876  2.5061  1.6412
H  -0.6664  0.9438  3.4777
H  -0.5903  0.1680  1.1881
H  -2.7573  -0.1410  2.0232
H  -3.0967  1.3648  1.5314
C  0.5261  -2.9014  1.8686
O  -0.3292  -3.9574  1.4118
C  -1.3846  -3.5412  0.7225
O  -1.6473  -2.3919  0.4646
O  -2.1040  -4.5999  0.3611
C  -3.2828  -4.2885  -0.3914
H  1.3318  -3.3901  2.4065
H  0.9188  -2.3355  1.0257
H  -0.0176  -2.2261  2.5261
H  -3.0204  -3.7764  -1.3152
H  -3.9506  -3.6571  0.1916
H  -3.7478  -5.2457  -0.6027
C  -0.4208  0.4547  -2.3666
O  0.0978  1.7880  -2.2851
C  0.8037  2.1706  -3.3475
O  1.0231  1.5036  -4.3256
O  1.2302  3.4161  -3.1422
C  2.0089  3.9567  -4.2166
H  -0.9573  0.2965  -1.4357
H  -1.0920  0.3501  -3.2167
H  0.3895  -0.2660  -2.4612
H  1.4239  3.9847  -5.1339
H  2.9009  3.3550  -4.3804
H  2.2751  4.9600  -3.9003

Atomic partial charges in e from the natural (NBO) method, atoms 1 to 2: -0.241, -0.570